# 1
# C48H79F8N9O12S

8 unconnected molecules or ions with the total composition C48H79F8N9O12S at a distorted geometry (ωB97M-V/def2-TZVPD, the OMol25 dataset).

Summary:
SMILES string ... COCCCCc1c(CON=O)cc(CCOCC(F)(F)C(F)(F)C(F)(F)C(F)F)c2c1Nc1cc(CCO)ccc1S2.CNC(C)=O.CNC(C)=O.CNC(C)=O.CNC(C)=O.CNC(C)=O.CNC(C)=O.CNC(C)=O
Lowest unoccupied orbital energy ... -0.1253 eV
HOMO-LUMO gap ... 7.3670 eV
Strongest force on any atom ... 3.27 eV/A

```
! RIJCOSX wB97M-V def2-TZVPD def2/J DEFGRID3
* xyz 0 1
C -8.2717 -5.7177 0.7439
O -7.0016 -5.8866 0.1223
C -6.7596 -7.2457 -0.2575
C -5.9274 -7.2648 -1.6086
C -4.3876 -7.5260 -1.3815
C -3.6938 -6.4954 -0.3928
C -2.4678 -5.7293 -0.9798
C -2.7023 -4.8666 -2.1565
C -4.1168 -4.7010 -2.8286
O -4.4017 -5.7441 -3.7961
N -3.3891 -5.8249 -4.7373
O -3.0420 -6.9468 -4.8361
C -1.6317 -4.0633 -2.7778
C -0.2950 -4.1135 -2.1988
C 0.8386 -3.2288 -2.8327
C 0.6184 -1.7848 -2.2099
O 1.4475 -0.7837 -2.8321
C 0.9459 0.4804 -2.3620
C 2.0866 1.4224 -1.8365
F 2.6133 2.0918 -2.9446
F 3.1179 0.7547 -1.2351
C 1.4215 2.5400 -0.9213
F 2.0454 3.7426 -1.2363
F 0.0863 2.7301 -1.2498
C 1.5212 2.2764 0.6307
F 1.4275 0.9514 0.9780
F 0.4054 2.8925 1.2129
C 2.7652 3.0004 1.2990
F 2.9968 2.5613 2.6035
F 3.9426 2.7512 0.6030
C -0.0840 -4.9835 -1.0572
C -1.1037 -5.7919 -0.3994
N -0.8424 -6.6045 0.7635
C -0.0242 -5.9317 1.7573
C -0.4012 -5.9782 3.1799
C 0.4255 -5.2846 4.1726
C -0.0332 -5.3171 5.6803
C 0.4105 -3.9640 6.3458
O -0.3115 -3.6579 7.5555
C 1.6512 -4.5657 3.8306
C 2.0302 -4.5124 2.4205
C 1.2015 -5.1756 1.4349
S 1.6037 -5.1026 -0.3527
H -9.1140 -6.2332 0.2013
H -8.5699 -4.6378 0.8286
H -8.2430 -6.1213 1.7952
H -7.7562 -7.7172 -0.5154
H -6.2723 -7.8737 0.5342
H -6.3415 -8.0755 -2.2761
H -6.1534 -6.3005 -2.1250
H -3.8254 -7.6483 -2.3490
H -4.3294 -8.5435 -0.8902
H -3.4867 -7.0408 0.5622
H -4.4753 -5.7193 -0.1347
H -4.8867 -4.6188 -2.0270
H -4.0944 -3.7346 -3.4118
H -1.7943 -3.4185 -3.6706
H 0.7924 -3.2207 -3.9494
H 1.8616 -3.6015 -2.5483
H 0.7639 -1.8529 -1.0990
H -0.4558 -1.5262 -2.4592
H 0.2849 0.9930 -3.1074
H 0.2869 0.2650 -1.4682
H 2.5729 4.1055 1.3118
H -1.7361 -6.7606 1.2416
H -1.3367 -6.5281 3.4589
H 0.3733 -6.1941 6.2374
H -1.1620 -5.2987 5.6447
H 1.5091 -4.0269 6.6206
H 0.3228 -3.0803 5.6487
H -0.0522 -2.7439 7.7676
H 2.3183 -4.0561 4.5563
H 2.9313 -3.9647 2.0356
C -4.6569 -3.1446 5.9835
C -3.9342 -3.6040 4.7436
O -3.5756 -4.7628 4.5928
N -3.6832 -2.6832 3.7751
C -4.0243 -1.2751 3.7669
H -4.7823 -3.9883 6.6590
H -4.0757 -2.3754 6.4951
H -5.6447 -2.7599 5.7231
H -3.1963 -3.0633 2.9765
H -4.6613 -1.0769 2.9024
H -3.1042 -0.6953 3.6695
H -4.5439 -0.9751 4.6725
C 1.6714 9.0610 -2.8109
C 3.0977 8.8218 -3.2413
O 3.8460 9.7427 -3.5431
N 3.5357 7.5381 -3.2837
C 2.7944 6.3368 -2.9615
H 1.4641 10.1298 -2.8239
H 0.9826 8.5683 -3.4992
H 1.5206 8.6916 -1.7943
H 4.5055 7.4432 -3.5812
H 3.3128 5.8189 -2.1514
H 2.7812 5.6931 -3.8433
H 1.7731 6.5507 -2.6566
C 8.4085 8.5252 -2.9332
C 7.1160 7.7993 -2.6714
O 6.3775 7.4421 -3.5792
N 6.7797 7.5443 -1.3801
C 7.5148 7.8842 -0.1788
H 8.5367 8.6541 -4.0059
H 8.3874 9.5113 -2.4664
H 9.2505 7.9451 -2.5512
H 5.9019 7.0562 -1.2826
H 7.7397 6.9634 0.3631
H 6.8837 8.5187 0.4468
H 8.4412 8.4061 -0.4006
C 6.2946 -1.8820 0.8011
C 5.5399 -3.1856 0.8313
O 4.3185 -3.2305 0.7666
N 6.2576 -4.3343 0.9338
C 7.6959 -4.4879 1.0213
H 5.5870 -1.0594 0.7168
H 6.8647 -1.7552 1.7232
H 6.9626 -1.8533 -0.0616
H 5.6850 -5.1656 0.9480
H 8.0313 -5.1005 0.1822
H 7.9341 -5.0032 1.9538
H 8.2113 -3.5320 0.9971
C 0.9926 4.3562 4.2616
C 0.1389 5.2143 5.1609
O -0.1129 4.8952 6.3123
N -0.3548 6.3758 4.6506
C -0.1700 6.9225 3.3207
H 1.3125 3.4677 4.8018
H 0.4159 4.0398 3.3911
H 1.8824 4.9071 3.9493
H -0.9157 6.8963 5.3084
H 0.3012 7.9035 3.4098
H -1.1498 7.0419 2.8544
H 0.4485 6.2816 2.6981
C 2.6574 11.7769 2.6288
C 1.4938 11.6721 1.6757
O 0.3563 11.4470 2.0632
N 1.7435 11.8363 0.3493
C 3.0123 12.1060 -0.2991
H 2.3028 11.6238 3.6461
H 3.4007 11.0103 2.4022
H 3.1084 12.7688 2.5654
H 0.9197 11.7531 -0.2274
H 2.9231 13.0470 -0.8451
H 3.2149 11.2993 -1.0069
H 3.8326 12.1767 0.4097
C -7.1394 -5.8308 -5.6305
C -8.2885 -5.9874 -6.5929
O -9.4138 -6.2791 -6.2185
N -8.0391 -5.7924 -7.9172
C -6.7833 -5.4444 -8.5508
H -7.4912 -6.0162 -4.6175
H -6.3539 -6.5527 -5.8605
H -6.7438 -4.8145 -5.6781
H -8.8531 -5.9138 -8.5007
H -6.9137 -4.5019 -9.0868
H -6.5269 -6.2271 -9.2677
H -5.9772 -5.3394 -7.8301
*
```



# 2
# C48H82Br2ClI2N8O6S2

5 unconnected molecules or ions with the total composition C48H82Br2ClI2N8O6S2 at a distorted geometry (ωB97M-V/def2-TZVPD, the OMol25 dataset).

Summary:
Lowest unoccupied orbital energy ... -2.6627 eV
HOMO-LUMO gap ... 7.2797 eV
Strongest force on any atom ... 3.86 eV/A

```
! RIJCOSX wB97M-V def2-TZVPD def2/J DEFGRID3
* xyz 1 1
C 1.0743 -0.7294 -0.3939
C 0.6487 -2.0378 -1.0902
C -0.8734 -2.3205 -1.0307
N -1.1346 -3.4262 -0.0865
C -2.1031 -4.2767 -0.1806
N -2.4512 -5.3010 0.6867
C -1.1684 -5.8975 1.1755
C -0.7970 -5.1922 2.5267
C 0.7242 -5.0576 2.6978
Cl 1.5431 -6.6185 2.3567
C -3.3812 -6.1341 -0.1071
C -3.4521 -7.6574 0.1337
C -4.4102 -7.9151 1.3207
O -4.3723 -7.3083 2.3479
I -5.9479 -9.4477 1.1236
C -3.4254 -5.5553 -1.5818
C -2.3610 -6.5104 -2.2708
C -1.6441 -5.9640 -3.5176
O -2.0650 -6.2490 -4.6031
I 0.1411 -4.7616 -3.4417
C -4.7675 -5.6866 -2.2954
Br -6.1132 -6.8783 -1.6141
C -5.1110 -4.9911 -3.3876
C -6.4674 -5.1521 -4.0531
Br -3.9582 -3.7105 -4.2106
N -3.0223 -4.1705 -1.2538
C -4.0787 -3.2699 -0.6560
C -4.1908 -1.8838 -1.3680
C -5.6359 -1.7122 -1.8787
S -5.7695 -0.2372 -2.9214
C -5.6622 1.0589 -1.6465
S -6.8741 1.1110 -0.5525
N -4.5604 1.9147 -1.6125
C -4.9196 3.3059 -1.3085
C -4.1964 3.9146 -0.3159
C -4.4653 5.2372 -0.0046
C -5.4632 5.8823 -0.6983
C -6.2069 5.2572 -1.6687
C -5.9328 3.9437 -1.9966
C -3.6941 1.8098 -2.7778
C -4.0460 2.1926 -4.0564
C -3.1066 2.0545 -5.0537
C -1.8426 1.5633 -4.8206
C -1.4823 1.1894 -3.5406
C -2.4294 1.3192 -2.5471
H 1.3767 -0.8615 0.6514
H 0.3388 0.0788 -0.4752
H 1.9698 -0.3660 -0.9155
H 1.1843 -2.9064 -0.6794
H 0.9604 -1.9709 -2.1381
H -1.3247 -2.5015 -2.0048
H -1.3500 -1.4131 -0.6310
H -0.4988 -3.4803 0.7014
H -0.3361 -5.7844 0.4641
H -1.2298 -6.9590 1.4134
H -1.1447 -5.8614 3.3202
H -1.2941 -4.2196 2.6251
H 1.1804 -4.2798 2.0744
H 0.9326 -4.8010 3.7404
H -4.3713 -5.8072 0.2616
H -3.8975 -8.1902 -0.7111
H -2.4830 -8.1419 0.3039
H -1.5757 -6.7075 -1.5249
H -2.8579 -7.4294 -2.5858
H -7.2403 -4.9137 -3.3118
H -6.6374 -6.1915 -4.3560
H -6.5561 -4.5127 -4.9333
H -5.0705 -3.7290 -0.5790
H -3.7870 -3.0256 0.3768
H -3.9893 -1.0761 -0.6516
H -3.4585 -1.7933 -2.1729
H -6.2740 -1.5941 -0.9899
H -6.0048 -2.5943 -2.4106
H -3.4276 3.3427 0.1959
H -3.8757 5.6985 0.7817
H -5.6552 6.9260 -0.4537
H -7.0153 5.7442 -2.2056
H -6.4903 3.4081 -2.7595
H -5.0405 2.5780 -4.2594
H -3.3545 2.3564 -6.0688
H -1.1296 1.5002 -5.6391
H -0.4910 0.8090 -3.3070
H -2.1632 1.0329 -1.5283
C 2.7846 5.5018 0.0841
C 3.0559 4.2038 0.8336
C 3.8509 3.1781 0.0119
O 3.0864 2.4921 -0.9689
C 2.9281 3.1920 -2.1910
N 1.7806 3.6490 1.3076
H 2.0086 5.3946 -0.6729
H 2.4483 6.2739 0.7767
H 3.6877 5.8681 -0.4052
H 3.6615 4.4570 1.7091
H 4.2086 2.4025 0.6958
H 4.7423 3.6300 -0.4407
H 3.8162 3.7770 -2.4441
H 2.0489 3.8395 -2.1557
H 2.7628 2.4534 -2.9775
H 1.9710 2.8328 1.8839
H 1.2978 3.2658 0.4981
C 5.1569 8.0015 -3.0424
C 4.0095 7.2492 -3.7086
C 3.6574 7.7792 -5.1080
O 2.9110 8.9806 -5.1086
C 3.6805 10.1637 -4.9763
N 2.8494 7.2636 -2.8113
H 4.8525 8.9820 -2.6768
H 5.5263 7.4405 -2.1823
H 5.9916 8.1368 -3.7331
H 4.3315 6.2093 -3.8296
H 3.0159 7.0394 -5.5959
H 4.5523 7.8794 -5.7356
H 4.6475 10.0791 -5.4794
H 3.8248 10.4168 -3.9236
H 3.1197 10.9764 -5.4375
H 2.1162 6.6858 -3.2149
H 2.4568 8.2019 -2.8371
C 2.0843 -10.7426 6.2263
C 2.4081 -9.5890 5.2829
C 3.2561 -8.4822 5.9300
O 2.5348 -7.6156 6.7882
C 2.3554 -8.0970 8.1100
N 1.1571 -9.0586 4.7307
H 1.3190 -10.4789 6.9561
H 1.7066 -11.5956 5.6618
H 2.9750 -11.0703 6.7662
H 2.9949 -10.0025 4.4568
H 3.6408 -7.8424 5.1300
H 4.1306 -8.8973 6.4461
H 3.2185 -8.6726 8.4541
H 1.4479 -8.7000 8.1831
H 2.2321 -7.2332 8.7633
H 1.3806 -8.3516 4.0351
H 0.7007 -8.5323 5.4725
C 6.5339 8.6540 4.7720
C 5.4725 7.6015 5.0747
C 5.4906 6.4129 4.1000
O 4.9086 6.6801 2.8354
C 5.7734 7.3145 1.9092
N 4.1591 8.2512 5.1191
H 6.2778 9.2640 3.9058
H 6.6429 9.3320 5.6186
H 7.5062 8.1907 4.5903
H 5.6866 7.2033 6.0712
H 4.8835 5.6132 4.5348
H 6.5034 6.0067 3.9804
H 6.8078 6.9773 2.0192
H 5.7181 8.4004 2.0088
H 5.4285 7.0592 0.9062
H 3.4634 7.5700 5.4113
H 3.8947 8.4699 4.1615
*
```



# 3
# C48H83FHfN12Si

A molecular structure, C48H83FHfN12Si (ωB97M-V/def2-TZVPD, the OMol25 dataset).

Summary:
Energy relative to the best compared isomer or geometry (same formula, charge and spin) ... 0.832 eV
Lowest unoccupied orbital energy ... -4.6298 eV
HOMO-LUMO gap ... 7.7681 eV
Strongest force on any atom ... 0.79 eV/A

```
! RIJCOSX wB97M-V def2-TZVPD def2/J DEFGRID3
* xyz 2 1
Hf -0.7331 -0.1919 0.1283
C -1.9519 -4.5751 -2.9243
N -1.3891 -4.6864 -1.5718
C -1.3814 -6.0753 -1.0986
C -0.7357 -3.7038 -0.8772
N -1.1117 -2.4612 -0.7979
C -2.2729 -1.9861 -1.5357
C -1.7451 -1.2919 -2.7778
N -1.2999 0.0702 -2.3932
C -0.2528 0.5443 -3.3519
C 0.6195 1.7055 -2.8467
N 2.0123 1.3759 -2.6701
C 2.8282 1.6027 -3.6462
N 2.3790 1.9566 -4.9455
C 2.0904 0.8741 -5.8782
C 2.9261 3.1549 -5.5773
N 4.1685 1.5245 -3.4269
C 4.7105 1.5841 -2.0765
C 5.1610 1.4838 -4.4908
C -2.4929 0.9307 -2.5160
C -2.3143 2.2437 -1.8343
N -2.1742 2.0328 -0.3875
C -2.6019 3.1178 0.2731
N -2.4549 4.3644 -0.2603
C -1.2297 4.7961 -0.9122
C -3.4985 5.3776 -0.1566
N -3.2739 3.0654 1.4404
C -3.2330 4.1491 2.4164
C -4.2666 2.0426 1.7241
N 0.5064 -4.0164 -0.2483
C 0.5984 -4.9868 0.8504
C 1.4840 -4.3283 -1.2992
H -3.0427 -4.6163 -2.9289
H -1.5867 -5.4251 -3.5010
H -1.6142 -3.6817 -3.4327
H -1.3797 -6.1302 -0.0181
H -0.5418 -6.6469 -1.5017
H -2.3044 -6.5387 -1.4438
H -2.7664 -1.2440 -0.8977
H -3.0233 -2.7378 -1.7500
H -2.4930 -1.2457 -3.5751
H -0.8874 -1.8420 -3.1531
H -0.7629 0.8391 -4.2731
H 0.3903 -0.2945 -3.5884
H 0.2339 2.0063 -1.8680
H 0.4949 2.5563 -3.5217
H 1.7813 -0.0181 -5.3366
H 2.9582 0.6089 -6.4950
H 1.2855 1.1670 -6.5564
H 3.2229 3.8732 -4.8137
H 2.1503 3.6148 -6.1922
H 3.7850 2.9551 -6.2254
H 5.4207 2.4115 -2.0022
H 5.2329 0.6589 -1.8262
H 3.9004 1.7304 -1.3680
H 5.5947 2.4674 -4.6841
H 4.7381 1.0942 -5.4111
H 5.9679 0.8171 -4.1872
H -3.3526 0.4155 -2.0847
H -2.7050 1.0939 -3.5763
H -3.2152 2.8245 -2.0378
H -1.4858 2.7906 -2.2883
H -0.4810 4.0156 -0.8507
H -0.8448 5.6866 -0.4087
H -1.4016 5.0507 -1.9616
H -4.4223 4.9326 0.2056
H -3.6852 5.7895 -1.1494
H -3.2141 6.2000 0.5038
H -3.1093 3.7121 3.4074
H -2.3947 4.8115 2.2174
H -4.1588 4.7291 2.4149
H -4.2144 1.2708 0.9670
H -5.2634 2.4938 1.7203
H -4.0880 1.6048 2.7042
H -0.2620 -4.9077 1.5118
H 1.4868 -4.7453 1.4342
H 0.6936 -6.0182 0.5022
H 1.4671 -3.5564 -2.0684
H 1.2985 -5.3018 -1.7703
H 2.4773 -4.3428 -0.8524
C 0.3436 -2.7493 2.4738
C 1.1881 -2.1442 3.5831
C 2.5106 -2.9252 3.6791
C 1.4400 -0.6334 3.5767
C 1.7804 -0.1340 4.8339
C 2.1964 1.1677 5.0243
C 2.2837 1.9985 3.9259
C 1.9441 1.5630 2.6464
C 2.2569 2.6121 1.5671
C 3.7755 2.6658 1.3377
C 1.5783 2.5493 0.2100
C 1.4683 0.2485 2.4822
N 1.1500 -0.2095 1.1304
C 2.3138 -0.7025 0.4776
C 3.5861 -0.8471 1.0440
C 4.6518 -1.3309 0.2969
C 4.5048 -1.6654 -1.0429
C 3.2611 -1.5127 -1.6370
C 2.2423 -1.0601 -0.8474
F 0.9771 -0.9225 -1.3959
H 0.0449 -3.7568 2.7814
H 0.9038 -2.8369 1.5448
H -0.5673 -2.1887 2.2879
H 0.6571 -2.3262 4.5201
H 3.0189 -2.9540 2.7130
H 2.3126 -3.9552 3.9879
H 3.1919 -2.4818 4.4088
H 1.7465 -0.8098 5.6832
H 2.4644 1.5249 6.0121
H 2.6351 3.0177 4.0521
H 1.9668 3.5678 2.0126
H 4.1448 1.7017 0.9801
H 4.3023 2.9058 2.2617
H 4.0288 3.4311 0.5965
H 1.7267 3.5037 -0.3007
H 0.4983 2.4094 0.3032
H 2.0104 1.7806 -0.4345
H 3.7419 -0.5775 2.0777
H 5.6175 -1.4388 0.7754
H 5.3443 -2.0293 -1.6206
H 3.0892 -1.7291 -2.6845
C -4.6834 -1.2248 3.2218
Si -3.6911 -1.5152 1.6677
C -4.8371 -1.0421 0.2360
C -3.3560 -3.3444 1.5763
N -2.1739 -0.5552 1.5931
C -1.7547 0.0203 2.8450
C -1.2417 1.3109 2.8820
C -0.8834 1.9158 4.0810
C -1.0456 1.2390 5.2748
C -1.5220 -0.0701 5.2526
C -1.8513 -0.6755 4.0561
H -5.7445 -1.2892 2.9636
H -4.5127 -0.2542 3.6912
H -4.4820 -1.9889 3.9765
H -5.7917 -0.7034 0.6489
H -5.0569 -1.9124 -0.3926
H -4.4752 -0.2385 -0.4095
H -4.3151 -3.8687 1.4771
H -2.8770 -3.7065 2.4927
H -2.7268 -3.6290 0.7322
H -1.1616 1.8749 1.9635
H -0.4834 2.9234 4.0750
H -0.7920 1.7150 6.2139
H -1.6222 -0.6262 6.1770
H -2.2008 -1.7039 4.0596
*
```



- Number 2 is which compound?
  C48H82Br2ClI2N8O6S2



- What is the formula in the second record?
  C48H82Br2ClI2N8O6S2